Entry 1:
{
  "formula": "C14H20N2O",
  "method": "ωB97M-V/def2-TZVPD",
  "homo_energy_ev": -7.8,
  "lumo_ev": 0.8,
  "smiles": "Cc1c[nH]c2ccccc12.CCN(C)C(C)=O",
  "e_above_lowest_kcal_mol": 75.30,
  "elements": ["O", "N", "N", "C", "C", "C", "C", "C", "C", "C", "C", "C", "C", "C", "C", "C", "C", "H", "H", "H", "H", "H", "H", "H", "H", "H", "H", "H", "H", "H", "H", "H", "H", "H", "H", "H", "H"],
  "positions_angstrom": [[2.10572, 1.15444, -0.82223], [0.39481, 2.67351, -0.90161], [1.44950, -1.22316, 1.09338], [0.71814, -2.06386, 0.28760], [-0.72645, -1.20393, 1.93163], [2.75522, 3.45913, -0.53062], [1.76185, 2.30927, -0.73259], [1.04176, -2.98760, -0.65198], [-1.05023, 0.47690, -1.22064], [-0.39230, 1.73559, -1.70218], [-0.65098, -2.13170, 0.79041], [0.04850, -3.61488, -1.41893], [-1.29040, -3.59921, -0.99284], [-2.05690, -0.74019, 2.43558], [-1.58265, -3.01023, 0.27772], [-0.30247, 2.98544, 0.35199], [0.53760, -0.69608, 2.05272], [-1.30816, 0.38556, -0.12930], [-0.27848, -0.21606, -0.96543], [2.00890, -3.15089, -1.10597], [-1.81151, -0.02468, -1.78717], [3.31244, 3.24596, -1.46197], [-1.20126, 2.32498, -2.19919], [2.17863, -0.66528, 0.65265], [-1.40962, 2.78314, 0.22219], [-2.68344, -1.64836, 2.46358], [-0.05523, 2.37649, 1.22421], [-2.39873, -3.37530, 0.84689], [0.38534, -4.34745, -2.14789], [1.21173, -0.19560, 2.73972], [3.50019, 3.50377, 0.26319], [-2.63794, -0.05108, 1.84216], [2.26033, 4.43572, -0.66435], [0.28752, 1.53651, -2.52803], [-1.95877, -0.22206, 3.41128], [-0.21228, 4.03970, 0.61747], [-1.95039, -4.25852, -1.54145]]
}



Entry 2:
{
  "formula": "C2H6N2O2",
  "method": "ωB97M-V/def2-TZVPD",
  "homo_energy_ev": -9.7,
  "lumo_ev": 0.8,
  "smiles": "NC=O.NC=O",
  "e_above_lowest_kcal_mol": 24.71,
  "elements": ["O", "O", "N", "N", "C", "C", "H", "H", "H", "H", "H", "H"],
  "positions_angstrom": [[-0.55921, -2.51703, 1.80650], [0.07550, 3.44409, -4.79751], [0.41258, -3.22671, 3.72037], [-0.13260, 3.70090, -2.67449], [-0.44992, -3.45029, 2.67064], [0.24066, 3.00232, -3.67369], [0.03637, 3.25576, -1.76905], [0.69359, 1.99689, -3.49573], [-0.75078, 4.51355, -2.73752], [1.00945, -2.39674, 3.75826], [-1.09206, -4.35882, 2.77026], [0.51647, -3.96391, 4.42199]]
}



Entry 3:
{
  "formula": "C2H6CrO3",
  "method": "ωB97M-V/def2-TZVPD",
  "homo_energy_ev": [-1.3, -3.9],
  "s_squared": 8.770,
  "charge": -1,
  "multiplicity": 6,
  "lumo_ev": [3.4, 3.6],
  "e_above_lowest_kcal_mol": 0.00,
  "elements": ["Cr", "O", "O", "O", "C", "C", "H", "H", "H", "H", "H", "H"],
  "positions_angstrom": [[0.78293, -2.57656, 1.04700], [2.34672, -1.60383, 0.49767], [-1.27597, 0.88589, -0.82896], [0.23873, -1.40093, -0.39449], [-1.38875, 1.50095, 0.42512], [1.62294, -0.91792, -0.46570], [-2.17797, 2.27582, 0.43734], [-1.85486, 0.01402, -0.81389], [-0.43239, 1.98420, 0.67208], [-1.62412, 0.78153, 1.23092], [2.00637, -1.12379, -1.49284], [1.75636, 0.18060, -0.31424]]
}



Entry 4:
{
  "formula": "C11H11NO",
  "method": "ωB97M-V/def2-TZVPD",
  "homo_energy_ev": -8.8,
  "lumo_ev": 0.4,
  "e_above_lowest_kcal_mol": 134.66,
  "elements": ["O", "N", "C", "C", "C", "C", "C", "C", "C", "C", "C", "C", "C", "H", "H", "H", "H", "H", "H", "H", "H", "H", "H", "H"],
  "positions_angstrom": [[2.24653, -1.17388, -2.85941], [1.92808, -0.24378, -2.16045], [1.98308, 3.28329, 0.92254], [2.27027, 2.19024, 0.09096], [-0.11604, -2.04822, -0.10894], [1.22223, 1.53354, -0.53886], [-0.38519, 2.98924, 0.64905], [1.43944, 0.54689, -1.49452], [-1.16548, -3.27668, -1.49207], [-1.24248, -1.97582, -0.76922], [0.16779, -3.41570, -0.76586], [0.68637, 3.69066, 1.11281], [-0.10962, 1.91291, -0.23367], [0.37714, 4.59816, 1.65864], [-1.90112, -4.03225, -1.31554], [1.01910, -3.23546, -1.51799], [2.81254, 3.67496, 1.35859], [-2.19031, -1.30097, -0.77066], [0.56470, -1.68928, 0.64791], [3.27985, 1.86057, 0.10103], [-0.84021, 1.24741, -0.74246], [-1.21848, -3.25467, -2.51018], [-1.32906, 3.27661, 0.93934], [0.22067, -4.17973, -0.06720]]
}